Computed, not measured: a cluster of 2 separate species, C3H12N2S in total, with the ωB97M-V functional and the def2-TZVPD basis.

Geometry as XYZ:
```
18
Properties=species:S:1:pos:R:3:forces:R:3
C -1.30345 2.61171 0.02224 1.38 0.43 -2.57
S 0.20905 1.80942 0.51514 1.17 -0.32 0.60
C 0.61630 2.88253 1.96511 3.56 0.75 -0.72
H -1.98006 1.90995 -0.44536 -0.25 -0.02 0.36
H -1.06226 3.39962 -0.71287 -0.10 -0.45 -0.23
H -1.61825 3.18622 0.80918 -1.67 0.80 2.23
H -0.24384 3.31686 2.27272 -3.10 1.02 1.33
H 1.05560 2.29872 2.77354 -0.12 -0.22 -0.23
H 1.31261 3.84348 1.90152 -0.87 -2.00 -0.77
N 0.35517 -3.44168 0.08173 -0.04 -3.30 2.34
C 0.17973 -2.51693 -0.98736 0.76 3.60 1.80
N -0.15578 -3.12442 -2.22588 0.71 1.38 -1.25
H -0.43259 -3.62471 0.73215 0.62 0.30 -0.99
H 0.81297 -4.40533 -0.14902 -1.20 2.72 0.19
H -0.49065 -1.57059 -0.73365 0.33 -2.52 -0.09
H 1.14080 -1.85161 -0.83463 -1.11 -1.49 -2.06
H 0.64986 -3.51310 -2.65521 0.72 -0.31 -0.50
H -0.84019 -3.84144 -2.19158 -0.79 -0.39 0.56
```
Positions in Å, forces in eV/Å.

Values from the calculation:
* HOMO-LUMO gap (spin up / spin down): 1.98 / 8.20 eV
* multiplicity: 2
* charge: -1
* E_HOMO (spin up / spin down): 1.6 / -4.7 eV
* ΔE to the lowest compared entry with this formula, charge and spin: 51.7 kcal/mol

Population analysis type Mulliken, resulting atomic charges in e: -0.53, -1.43, -0.80, 0.43, 0.16, 0.26, 0.24, 0.44, 0.23, -0.60, 0.12, -0.83, 0.20, 0.20, 0.07, 0.22, 0.28, 0.34

Computed, not measured: a cluster of 2 separate species, C3H12N2S in total, with the ωB97M-V functional and the def2-TZVPD basis.

Geometry as XYZ:
```
18
Properties=species:S:1:pos:R:3:forces:R:3
C 1.36090 -0.44745 -1.24673 -0.63 -1.50 -1.07
S -0.39596 -0.34034 -1.91586 2.03 -0.88 0.38
C -0.47431 -2.13897 -2.07755 -1.19 -2.42 0.22
H 1.96975 -0.71925 -2.15562 -0.32 0.43 1.22
H 1.48127 -1.21351 -0.44556 -0.51 0.27 -0.77
H 1.64947 0.44795 -0.78018 0.40 1.46 0.14
H -0.96425 -2.58030 -1.07865 1.71 0.70 -1.99
H -1.29742 -2.34355 -2.82195 1.00 0.10 0.48
H 0.52452 -2.74399 -2.45386 -2.51 1.85 1.17
N -1.21640 0.46508 1.22679 -1.50 -0.54 -1.96
C -0.50223 1.38884 2.11083 -0.82 1.01 0.89
N 0.75234 2.00518 1.71447 0.64 -2.11 0.96
H -1.47544 1.00209 0.35803 0.64 -0.86 1.01
H -2.19212 0.07568 1.49215 2.43 1.10 0.39
H -1.16460 2.23192 2.25776 -0.18 0.51 0.48
H -0.32884 0.95558 3.09262 -0.14 -0.36 -0.05
H 1.59695 1.38299 1.82135 -1.46 1.14 -0.79
H 0.67638 2.57205 0.90198 0.42 0.11 -0.70
```
Positions in Å, forces in eV/Å.

Values from the calculation:
* HOMO-LUMO gap: 9.12 eV
* multiplicity: 1
* E_HOMO: -8.2 eV
* ΔE to the lowest compared entry with this formula, charge and spin: 34.2 kcal/mol
* structure (SMILES): CSC.NCN

Population analysis type Mulliken, resulting atomic charges in e: -0.86, -0.08, -0.75, 0.34, 0.26, 0.29, 0.23, 0.30, 0.24, -0.53, -0.58, -0.48, 0.20, 0.23, 0.35, 0.39, 0.23, 0.21

Computed, not measured: a cluster of 2 separate species, C3H12N2S in total, with the ωB97M-V functional and the def2-TZVPD basis.

Geometry as XYZ:
```
18
Properties=species:S:1:pos:R:3:forces:R:3
C -1.25055 2.01047 4.90711 -0.73 -0.30 0.55
S -0.18723 0.94431 3.90866 -0.38 -1.07 1.04
C -0.32310 -0.68283 4.78062 -1.96 -0.02 0.19
H -1.10909 1.87186 5.97680 0.65 -0.23 0.13
H -1.18090 3.08419 4.70818 0.42 -0.39 -0.56
H -2.31103 1.71223 4.82090 0.30 -0.12 -0.59
H -0.42243 -0.53555 5.85535 0.63 0.28 0.05
H 0.22837 -1.58231 4.51501 1.35 0.88 -0.39
H -1.30754 -1.15864 4.58234 -0.28 0.96 -0.40
N 0.33013 -2.16343 -5.39322 0.00 0.56 -0.54
C 1.18421 -1.09783 -5.78113 0.59 1.15 -0.80
N 0.47113 0.10760 -6.22509 -0.46 1.03 0.45
H 0.48150 -2.57333 -4.49561 -0.02 -0.43 -0.18
H -0.09279 -2.67195 -6.14742 -0.09 -0.38 0.39
H 1.78974 -1.18617 -6.70448 0.29 -1.48 0.69
H 1.84440 -0.89122 -4.92962 0.04 0.03 -0.25
H 0.86566 0.49606 -7.07226 0.02 -0.37 -0.16
H 0.57071 0.88157 -5.58105 -0.37 -0.11 0.40
```
Positions in Å, forces in eV/Å.

Values from the calculation:
* HOMO-LUMO gap (spin up / spin down): 6.60 / 1.57 eV
* multiplicity: 2
* charge: +1
* E_HOMO (spin up / spin down): -10.3 / -10.3 eV
* ΔE to the lowest compared entry with this formula, charge and spin: 36.4 kcal/mol

Population analysis type Mulliken, resulting atomic charges in e: -0.78, 0.45, -0.79, 0.35, 0.34, 0.37, 0.33, 0.37, 0.37, -0.48, -0.21, -0.64, 0.20, 0.18, 0.24, 0.24, 0.26, 0.20

Computed, not measured: a cluster of 2 separate species, C3H12N2S in total, with the ωB97M-V functional and the def2-TZVPD basis.

Geometry as XYZ:
```
18
Properties=species:S:1:pos:R:3:forces:R:3
C -1.76227 1.09321 1.77739 -0.66 -0.05 -1.76
C -0.67559 0.46765 2.65120 -1.08 1.31 -0.59
S 0.93877 0.48563 1.87997 -0.34 0.02 -0.47
H -2.02776 0.38316 0.93047 -0.09 0.66 1.29
H -2.63058 1.40691 2.36658 0.02 -0.75 0.02
H -1.54782 2.01894 1.24068 0.78 0.10 0.28
H -1.06739 -0.52864 2.83334 0.77 -0.61 0.33
H -0.61161 1.00549 3.60938 0.49 -0.32 -0.08
H 0.58556 0.88814 0.58508 0.13 -0.38 0.91
N 0.06180 -1.99125 -2.21455 -0.28 0.04 -0.72
C 0.73257 -0.71751 -2.47032 1.11 0.05 1.40
N -0.00188 0.26560 -3.28734 0.52 -1.76 1.11
H 0.64494 -2.78108 -1.97283 0.09 0.21 -0.09
H -0.73319 -1.93213 -1.59203 0.11 0.04 -0.05
H 1.71937 -0.86907 -2.90884 -0.26 -0.44 -0.48
H 1.07042 -0.34843 -1.47298 -0.57 0.89 -0.31
H -0.93453 0.26113 -2.85915 0.07 0.21 -0.93
H -0.00381 -0.24948 -4.17779 -0.81 0.77 0.14
```
Positions in Å, forces in eV/Å.

Values from the calculation:
* HOMO-LUMO gap (spin up / spin down): 8.12 / 2.83 eV
* multiplicity: 2
* charge: +1
* E_HOMO (spin up / spin down): -12.3 / -12.2 eV
* ΔE to the lowest compared entry with this formula, charge and spin: 38.6 kcal/mol

Population analysis type Mulliken, resulting atomic charges in e: -1.21, -0.19, 0.27, 0.33, 0.33, 0.41, 0.37, 0.37, 0.28, -0.54, -0.04, -0.55, 0.22, 0.18, 0.40, -0.16, 0.23, 0.30

Computed, not measured: a cluster of 2 separate species, C3H12N3 in total, with the ωB97M-V functional and the def2-TZVPD basis.

Geometry as XYZ:
```
18
Properties=species:S:1:pos:R:3:forces:R:3
C 1.72448 1.52868 -0.87928 -1.94 -1.44 0.21
C -0.11458 0.88825 -2.37096 -1.23 -0.74 -3.08
N 0.30442 1.11670 -1.15426 1.51 1.05 4.38
H 2.24672 0.57800 -0.73452 0.65 0.25 0.15
H 1.73124 2.11831 0.04135 0.23 -0.04 -0.14
H 2.19819 2.06827 -1.69373 -0.25 0.16 -0.15
H 0.45178 0.84100 -3.32230 -0.08 0.16 1.04
H -1.15816 0.64609 -2.37774 -0.47 -0.22 -0.64
H -0.33007 0.72962 -0.19249 2.22 1.28 -2.58
N -0.75482 0.14804 1.05526 -1.91 -2.59 0.67
C -0.45784 -1.35324 0.93477 -0.66 -0.16 -0.73
N -0.80156 -2.32761 1.97198 -1.02 1.12 1.22
H -1.78118 0.25307 1.16985 0.77 -0.06 -0.18
H -0.37491 0.47872 1.91297 0.62 0.50 0.72
H -0.97784 -1.69799 0.03006 0.28 0.33 0.10
H 0.60006 -1.48930 0.75381 0.27 0.52 -0.07
H -0.72066 -1.88184 2.90123 0.29 -0.52 -0.53
H -1.78526 -2.64476 1.95400 0.71 0.41 -0.37
```
Positions in Å, forces in eV/Å.

Values from the calculation:
* HOMO-LUMO gap (spin up / spin down): 4.85 / 9.60 eV
* multiplicity: 2
* E_HOMO (spin up / spin down): -4.3 / -9.0 eV
* ΔE to the lowest compared entry with this formula, charge and spin: 29.3 kcal/mol

Population analysis type Mulliken, resulting atomic charges in e: -0.90, -0.75, -0.22, 0.29, 0.26, 0.32, 0.29, 0.28, 0.40, -0.61, -0.42, -0.60, 0.27, 0.25, 0.36, 0.27, 0.24, 0.26

Computed, not measured: a cluster of 2 separate species, C3H12N3O in total, with the ωB97M-V functional and the def2-TZVPD basis.

Geometry as XYZ:
```
19
Properties=species:S:1:pos:R:3:forces:R:3
N -0.54993 -1.71718 -1.26980 -0.29 0.51 -0.24
C 0.70638 -1.62605 -0.52549 -0.63 0.30 0.56
C 1.42340 -0.35717 -0.96912 0.54 -0.35 -0.79
N 2.49169 0.08270 -0.06533 -0.11 -0.17 0.66
H -1.18686 -0.96056 -0.89457 0.64 -0.30 -0.24
H -1.00745 -2.60384 -1.14020 0.04 -0.30 0.19
H 1.31804 -2.51997 -0.68210 0.06 0.08 0.00
H 0.49171 -1.53693 0.55315 0.28 -0.06 0.03
H 1.93283 -0.60211 -1.91315 -0.29 0.21 -0.07
H 0.65496 0.39538 -1.13921 -0.07 0.05 0.01
H 2.96881 0.88567 -0.44940 0.00 0.06 -0.21
H 2.07213 0.42627 0.79452 -0.07 -0.08 0.03
N -0.92191 2.05867 1.63784 0.30 0.07 0.48
C -1.62401 0.80502 1.16983 -0.03 0.35 -0.32
O -1.50266 0.61525 -0.14623 -0.12 0.04 0.07
H -0.51918 2.51404 0.82623 -0.17 -0.20 -0.15
H -1.57606 2.71043 2.05616 -0.04 0.00 -0.13
H -1.18747 -0.02259 1.77829 -0.08 -0.02 0.03
H -2.68497 0.93980 1.51260 0.03 -0.19 0.10
```
Positions in Å, forces in eV/Å.

Values from the calculation:
* HOMO-LUMO gap: 7.41 eV
* multiplicity: 1
* charge: -1
* E_HOMO: -3.0 eV
* ΔE to the lowest compared entry with this formula, charge and spin: 4.1 kcal/mol

Population analysis type Mulliken, resulting atomic charges in e: -0.79, -0.28, -0.42, -0.71, 0.39, 0.19, 0.40, 0.13, 0.34, 0.24, 0.22, 0.29, -0.69, -0.19, -0.90, 0.22, 0.22, 0.10, 0.23